No. 1
The following is a DFT calculation (wB97M-V/def2-TZVPD) of 9 unconnected molecules or ions with the total composition C16H48ClO12S8.

Geometry as ORCA input:
```
! RIJCOSX wB97M-V def2-TZVPD def2/J DEFGRID3
* xyz -1 1
Cl -0.0825 0.1340 0.1664
O -0.8381 -0.2317 1.3254
O 0.8561 -0.9342 -0.0578
O -0.9691 0.2257 -0.9735
O 0.6464 1.3794 0.3456
C 0.7702 -5.1227 5.0623
S 0.2444 -4.7453 3.3514
O -1.2453 -4.6143 3.3866
C 0.8259 -3.0452 3.1105
H 1.8512 -5.1386 5.2194
H 0.4934 -6.1751 5.1458
H 0.3148 -4.5217 5.8464
H 1.8812 -2.9607 3.3762
H 0.2845 -2.3952 3.7951
H 0.6393 -2.7367 2.0837
C -5.5018 1.0220 0.4017
S -5.2455 2.3178 -0.8609
O -6.3445 3.2679 -0.5371
C -3.6731 2.9422 -0.1864
H -4.7266 0.2526 0.3225
H -6.4558 0.5951 0.1028
H -5.4264 1.3870 1.4230
H -3.4060 3.8789 -0.6810
H -2.8006 2.3077 -0.3551
H -3.7257 3.1827 0.8772
C 1.6543 4.3656 -0.5274
S 2.3465 4.5240 -2.2031
O 1.2050 4.8954 -3.1072
C 3.2080 6.0804 -1.8890
H 2.4164 4.2351 0.2445
H 0.9441 3.5460 -0.4513
H 1.2375 5.3501 -0.3116
H 4.0815 5.8396 -1.2791
H 2.6059 6.8952 -1.4961
H 3.6007 6.3669 -2.8659
C -2.6299 -3.7216 0.2521
S -2.1782 -4.1959 -1.4376
O -2.9629 -5.4260 -1.8124
C -2.9733 -2.7705 -2.2525
H -3.6861 -3.4513 0.3195
H -2.1034 -2.7831 0.4495
H -2.4031 -4.4743 1.0019
H -2.8010 -2.7879 -3.3255
H -2.5828 -1.8465 -1.8133
H -4.0361 -2.7336 -2.0051
C 2.1005 0.6838 3.5885
S 1.2626 -0.0760 4.9822
O 1.9048 0.5871 6.1693
C -0.4673 0.5402 4.8213
H 1.7539 0.1851 2.6751
H 3.1671 0.4809 3.6683
H 1.9996 1.7510 3.3952
H -0.9464 0.3901 5.7879
H -0.9484 -0.0939 4.0777
H -0.4989 1.6014 4.5851
C 4.8291 2.0937 -0.2127
S 5.4400 0.8603 1.0156
O 5.0255 1.3308 2.3766
C 4.3613 -0.5381 0.5995
H 5.3703 2.9972 0.0608
H 3.7626 2.2205 -0.0280
H 5.0374 1.7617 -1.2263
H 4.4174 -0.8195 -0.4509
H 3.3114 -0.2626 0.7387
H 4.6655 -1.2728 1.3404
C -3.1912 0.4595 -3.1067
S -2.5488 1.9361 -3.9551
O -3.4683 3.0588 -3.5390
C -0.9887 1.9863 -2.9890
H -4.2571 0.4347 -3.3208
H -3.0029 0.5239 -2.0344
H -2.6984 -0.4362 -3.4808
H -1.2308 2.3595 -1.9929
H -0.2892 2.7291 -3.3801
H -0.4537 1.0400 -2.9309
C 0.0610 -2.5921 -3.9118
S 1.3118 -3.7342 -3.2845
O 1.9283 -4.4041 -4.4858
C 2.4493 -2.4245 -2.6752
H -0.7150 -3.1378 -4.4392
H 0.5421 -1.8261 -4.5265
H -0.3760 -1.9936 -3.1079
H 2.0048 -1.7128 -1.9842
H 2.6934 -1.9592 -3.6367
H 3.3725 -2.9069 -2.3632
*
```

Results
HOMO level = -6.64 eV
Frontier orbital gap = 0.31130 Eh
F_max = 1.8 eV/A

These are the Mulliken partial charges, in e, on atoms 1 to 5: Cl 1.077; O -0.554; O -0.652; O -0.388; O -0.483

***

No. 2
The following is a DFT calculation (wB97M-V/def2-TZVPD) of 6 unconnected molecules or ions with the total composition C16H48N4O6.

Geometry as ORCA input:
```
! RIJCOSX wB97M-V def2-TZVPD def2/J DEFGRID3
* xyz 0 1
C 23.9957 17.7349 39.5401
O 23.2923 16.5523 39.2231
C 23.4856 16.1075 37.8992
C 22.3474 15.1733 37.5298
C 22.5436 13.7862 38.0944
N 22.2295 15.1206 36.0612
H 23.9262 18.4700 38.7369
H 25.0488 17.5209 39.7648
H 23.5588 18.1375 40.4559
H 23.5209 16.9529 37.2043
H 24.4397 15.5655 37.8127
H 21.4333 15.5957 37.9772
H 21.6648 13.1529 37.9446
H 22.7649 13.8293 39.1611
H 23.3721 13.2678 37.5990
H 21.5305 14.4241 35.8116
H 21.7923 15.9812 35.7330
C 20.6271 15.3010 27.0199
O 21.4009 16.3907 27.4421
C 21.8885 16.2115 28.7520
C 22.8315 17.3238 29.1095
C 23.9080 17.5528 28.0711
N 23.4173 17.0100 30.4332
H 19.7373 15.1783 27.6517
H 21.2167 14.3761 27.0219
H 20.2980 15.4985 26.0003
H 21.0525 16.2002 29.4709
H 22.4112 15.2462 28.8601
H 22.2478 18.2585 29.1824
H 24.5264 16.6568 27.9446
H 24.5845 18.3472 28.3944
H 23.4692 17.8146 27.1113
H 22.6393 16.9127 31.0862
H 23.9473 17.8240 30.7220
C 17.2138 21.4899 35.4109
O 18.1835 20.5379 35.0331
C 18.4087 19.5784 36.0184
C 19.5888 18.7328 35.6109
C 20.8402 19.5504 35.3949
N 19.3304 17.9610 34.3487
H 16.2958 21.0055 35.7517
H 17.0240 22.1153 34.5422
H 17.6043 22.1341 36.2103
H 18.6303 20.0491 36.9908
H 17.5376 18.9197 36.1625
H 19.8191 18.0121 36.4027
H 21.6247 18.9076 34.9975
H 21.1844 20.0190 36.3156
H 20.6454 20.3218 34.6478
H 18.6563 17.2249 34.5794
H 18.7203 18.5803 33.8031
C 18.0227 17.9157 30.6485
O 17.6854 18.9922 29.7910
C 16.5271 19.6760 30.1943
C 16.2298 20.7564 29.2092
C 17.3833 21.7588 29.1117
N 15.0322 21.4359 29.6798
H 18.5953 18.2579 31.5221
H 18.6998 17.2586 30.1012
H 17.1547 17.3396 30.9849
H 15.6558 18.9973 30.2620
H 16.6553 20.1260 31.1920
H 16.1006 20.3115 28.2126
H 18.2677 21.2844 28.6926
H 17.6227 22.1778 30.0905
H 17.0919 22.5983 28.4727
H 14.7324 22.1807 29.0697
H 14.2547 20.8147 29.8539
O 21.1281 13.9144 33.5314
H 20.8323 13.0267 33.3090
H 22.0136 13.8044 33.9020
O 21.2830 16.7599 32.5794
H 21.2060 15.8122 32.7715
H 20.7215 17.2115 33.2419
*
```

Results
HOMO level = -8.55 eV
Frontier orbital gap = 0.32939 Eh
F_max = 1.5 eV/A
SMILES string = COC[C@H](C)N.COC[C@H](C)N.COC[C@H](C)N.COC[C@H](C)N.O.O

These are the Mulliken partial charges, in e, on atoms 1 to 5: C -0.699; O -0.301; C -0.617; C 0.700; C -1.652

***

No. 3
The following is a DFT calculation (wB97M-V/def2-TZVPD) of 7 unconnected molecules or ions with the total composition C16H48N6O7.

Geometry as ORCA input:
```
! RIJCOSX wB97M-V def2-TZVPD def2/J DEFGRID3
* xyz 0 1
C -4.9142 1.1147 4.2359
O -3.6901 1.1455 4.9378
C -3.1919 2.4237 5.3064
C -2.7285 3.2602 4.1134
C -1.6465 2.5353 3.3312
N -2.2575 4.5992 4.4730
H -4.7549 0.7417 3.2165
H -5.3102 2.1209 4.0638
H -5.6300 0.4803 4.7553
H -3.8255 2.9371 6.0388
H -2.3159 2.1200 5.8951
H -3.6165 3.4170 3.4921
H -0.7772 2.3628 3.9739
H -1.2860 3.1718 2.5203
H -1.9035 1.5966 2.8462
H -1.5189 4.4745 5.1629
H -2.9845 5.1414 4.9248
C 2.2752 -0.1296 -3.9687
O 3.5155 -0.7009 -3.6586
C 3.8577 -1.9104 -4.3352
C 5.3417 -2.1245 -4.1487
C 5.7428 -3.5819 -4.4471
N 5.6748 -1.9182 -2.7102
H 2.1204 0.0498 -5.0478
H 2.3687 0.9224 -3.6877
H 1.4274 -0.6982 -3.5860
H 3.3223 -2.6916 -3.7744
H 3.5264 -1.8645 -5.3740
H 5.8778 -1.4171 -4.7914
H 5.4786 -3.7150 -5.5108
H 5.1440 -4.2871 -3.8783
H 6.8038 -3.8112 -4.4074
H 6.6131 -1.5609 -2.5886
H 5.0459 -1.1938 -2.3690
N 4.1432 -0.3366 1.6051
C 3.4738 0.3830 0.6320
N 2.2509 0.8299 1.0186
O 4.0109 0.6562 -0.4331
H 4.9849 -0.8511 1.4445
H 3.7259 -0.4267 2.5132
H 1.6754 1.4468 0.4696
H 2.0087 0.8101 1.9929
N 0.0730 -0.7987 -1.0869
C -0.5161 0.0666 -0.1695
N -1.4631 -0.5206 0.6333
O -0.3512 1.2801 -0.2097
H 0.9572 -0.4080 -1.3791
H -0.0570 -1.7639 -0.8307
H -1.5499 -0.0440 1.5185
H -1.4034 -1.5324 0.7120
C 2.3051 4.4178 0.1738
C 2.2898 3.6932 -1.1588
O 0.9240 3.5026 -1.5620
H 1.8514 5.4085 0.0565
H 3.2984 4.6583 0.5644
H 1.7156 3.9477 0.9610
H 2.7097 2.6886 -1.0732
H 2.7319 4.2172 -1.9996
H 0.4328 2.8146 -1.0915
C -4.5844 -1.3025 -2.6621
C -4.4331 -0.9307 -1.1970
O -5.6775 -0.4721 -0.6933
H -4.8688 -0.3916 -3.1959
H -5.2847 -2.1112 -2.8537
H -3.6175 -1.5271 -3.1191
H -3.6675 -0.1502 -1.1244
H -4.0186 -1.7744 -0.6294
H -5.5891 -0.4350 0.2638
C -2.8766 -4.7557 0.4031
C -2.1280 -3.7650 1.2768
O -0.9156 -3.3765 0.6081
H -3.1569 -4.2366 -0.5213
H -3.8448 -5.0459 0.8163
H -2.3083 -5.6230 0.0717
H -1.9519 -4.2192 2.2569
H -2.7164 -2.8700 1.4692
H -0.3667 -4.1626 0.5257
*
```

Results
HOMO level = -8.82 eV
Frontier orbital gap = 0.32932 Eh
F_max = 2.3 eV/A
SMILES string = COC[C@H](C)N.COC[C@H](C)N.NC(N)=O.NC(N)=O.CCO.CCO.CCO

These are the Mulliken partial charges, in e, on atoms 1 to 5: C -0.561; O -0.363; C -0.760; C 0.625; C -0.961